{"formula": "C30H33GaN4O3", "method": "ωB97M-V/def2-TZVPD", "symbols": ["Ga", "O", "C", "C", "C", "C", "C", "C", "C", "N", "N", "C", "O", "C", "C", "C", "C", "C", "C", "H", "H", "H", "H", "H", "H", "H", "H", "H", "H", "C", "N", "C", "C", "O", "H", "H", "H", "H", "H", "H", "H", "C", "C", "C", "C", "C", "C", "C", "C", "N", "H", "H", "H", "H", "H", "H", "C", "C", "C", "C", "C", "H", "H", "H", "H", "H", "H", "H", "H", "H", "H"], "positions_angstrom": [[0.0815, -0.1428, -0.1247], [0.3743, -1.5591, 1.2967], [0.4717, -1.5177, 2.5977], [0.3548, -2.7113, 3.3229], [0.4226, -2.7436, 4.7053], [0.5672, -1.5617, 5.4175], [0.7037, -0.3708, 4.7333], [0.6991, -0.3104, 3.3318], [1.0268, 0.8981, 2.6616], [1.1106, 0.9797, 1.3582], [1.6801, 2.0642, 0.8057], [1.8921, 1.8712, -0.4872], [1.6001, 0.7563, -1.1001], [2.4908, 2.9613, -1.2302], [2.5712, 4.2565, -0.6863], [3.1140, 5.2916, -1.4081], [3.6064, 5.0769, -2.6939], [3.5367, 3.7990, -3.2425], [2.9861, 2.7603, -2.5311], [0.1938, -3.6229, 2.7613], [0.3633, -3.6961, 5.2218], [0.5817, -1.5780, 6.5029], [0.8489, 0.5484, 5.2887], [1.3428, 1.7596, 3.2627], [2.1826, 4.4027, 0.3094], [3.1538, 6.2866, -0.9775], [4.0258, 5.8958, -3.2646], [3.9186, 3.6292, -4.2430], [2.9275, 1.7676, -2.9519], [-4.7855, 2.0943, -2.3724], [-4.7136, 0.7180, -1.9410], [-5.9986, 0.0754, -1.9594], [-3.9774, 0.5221, -0.7131], [-2.5985, 0.3602, -0.8971], [-5.3986, 2.7290, -1.7062], [-5.2191, 2.1424, -3.3750], [-3.7789, 2.4978, -2.4010], [-6.4558, 0.2068, -2.9452], [-6.7024, 0.4812, -1.2043], [-5.8772, -0.9909, -1.7707], [-4.4001, -0.3278, -0.1688], [-0.0758, -1.7807, -1.5135], [-1.3336, -2.5094, -1.4812], [-2.0474, -2.8334, -2.6490], [-3.1656, -3.6296, -2.6171], [-3.6646, -4.1110, -1.3969], [-3.0016, -3.7371, -0.2116], [-1.8727, -2.9676, -0.2642], [-4.7755, -4.9508, -1.3347], [-5.6860, -5.6613, -1.2607], [0.2094, -1.5002, -2.5312], [0.7254, -2.3724, -1.0602], [-1.6906, -2.4665, -3.6038], [-3.6699, -3.9104, -3.5359], [-3.4008, -4.0747, 0.7374], [-1.3672, -2.6809, 0.6430], [-2.4395, 0.5013, 2.0603], [-2.0377, 1.6723, 1.1674], [-3.1578, 2.7185, 1.1639], [-1.2433, 2.3472, -1.1461], [-1.6285, 1.1781, -0.2295], [-3.3668, 0.0610, 1.7038], [-2.5750, 0.8275, 3.0935], [-1.6707, -0.2660, 2.0343], [-3.9763, 2.3363, 0.5463], [-2.8133, 3.6745, 0.7736], [-3.5181, 2.8744, 2.1813], [-0.9576, 1.9388, -2.1157], [-0.3855, 2.8740, -0.7296], [-2.0545, 3.0666, -1.2892], [-1.1377, 2.1380, 1.5920]], "forces_ev_per_angstrom": [[-1.1, -0.2, -0.7], [0.1, 0.0, 0.3], [-0.1, 0.4, -0.5], [0.0, -0.4, 0.4], [-0.1, -0.1, -0.4], [0.1, 0.1, 0.5], [0.1, 0.1, -0.2], [-0.3, -0.9, 0.3], [0.5, 0.9, -1.3], [-0.1, -0.7, 1.2], [0.4, 1.0, -0.3], [-0.6, -1.5, 0.8], [0.1, 0.8, 0.1], [0.6, 1.0, -0.8], [-0.2, -0.7, 0.1], [0.2, 0.3, -0.3], [-0.1, -0.1, 0.0], [0.3, 0.6, -0.2], [-0.4, -0.4, 0.7], [0.1, 0.0, -0.1], [-0.1, 0.0, 0.0], [0.0, 0.1, -0.1], [0.0, 0.1, 0.0], [0.0, -0.1, -0.2], [0.0, 0.1, 0.1], [0.0, 0.0, 0.0], [0.0, 0.0, 0.0], [0.0, 0.0, 0.0], [-0.1, -0.1, 0.0], [-0.1, -0.2, -0.1], [0.4, -0.4, -0.4], [0.2, 0.1, -0.1], [-1.1, 0.6, 0.6], [0.4, -0.6, -0.4], [0.0, 0.0, 0.2], [0.0, 0.0, -0.2], [0.0, 0.1, 0.0], [-0.1, 0.0, 0.0], [0.0, 0.1, 0.1], [0.0, -0.1, 0.0], [0.1, -0.3, -0.3], [0.7, 1.0, 0.5], [-0.5, -0.3, 0.0], [0.2, 0.1, 0.0], [-0.4, -0.3, 0.2], [1.3, 0.9, 0.0], [-0.4, -0.3, -0.3], [0.2, 0.1, 0.0], [-1.3, -1.0, 0.0], [0.2, 0.2, -0.1], [0.0, 0.1, 0.1], [0.0, -0.1, -0.1], [0.1, 0.0, 0.0], [0.0, 0.1, 0.0], [0.0, 0.0, 0.0], [0.1, 0.0, 0.1], [0.1, 0.1, -0.1], [-0.1, -0.1, -0.1], [0.2, 0.1, 0.0], [0.0, -0.4, 0.2], [0.8, -0.2, 0.1], [-0.1, 0.0, 0.0], [0.0, 0.0, 0.1], [0.0, -0.2, 0.1], [0.0, 0.1, 0.1], [0.0, 0.2, -0.1], [-0.1, 0.1, 0.3], [0.0, 0.1, -0.1], [0.0, 0.2, 0.0], [-0.1, 0.0, 0.0], [-0.1, -0.1, 0.0]], "spin_multiplicity": 1, "total_energy_ha": -3532.43316, "lumo_energy_ha": [0.165, 0.157], "homo_ev": [0.7, 2.2], "total_charge": -2, "de_lowest_kcal_mol": 32.0}